(1)
Entry from the OMol25 dataset: an isolated molecule of C7H14 at a distorted geometry (ωB97M-V with the def2-TZVPD basis set).

The geometry in ORCA input format:
```
! wB97M-V def2-TZVPD RIJCOSX def2/J DEFGRID3
* xyz 0 1
C -0.532 1.764 0.563
C -0.466 0.270 0.081
C -1.352 -0.176 -1.138
C -1.333 -0.606 1.069
C 1.021 -0.178 0.276
C 2.234 0.091 -0.593
C 1.656 -1.291 -0.497
H -0.366 1.781 1.654
H 0.193 2.493 0.154
H -1.529 2.170 0.381
H -2.355 -0.620 -0.905
H -1.584 0.686 -1.726
H -0.892 -0.973 -1.714
H -0.879 -0.415 2.017
H -2.414 -0.348 1.116
H -1.315 -1.696 0.849
H 1.275 -0.170 1.346
H 2.101 0.638 -1.520
H 3.196 0.269 -0.105
H 2.204 -2.057 0.041
H 1.110 -1.651 -1.363
*
```

Computed properties:
E_HOMO, eV: -9.8
LUMO level, eV: 0.997
Strongest force on any atom, eV/A: 1.96
E, eV: -7484.259
ΔE to the lowest compared entry with this formula, charge and spin, kcal per mole: 46.9
HOMO-LUMO gap, eV: 10.846

Mulliken atomic charge list, values in e, 6 entries: -1.524, 1.642, -1.519, -1.801, -0.415, -0.525



(2)
Entry from the OMol25 dataset: an isolated molecule of CH3NOS at a distorted geometry (ωB97M-V with the def2-TZVPD basis set).

The geometry in ORCA input format:
```
! wB97M-V def2-TZVPD RIJCOSX def2/J DEFGRID3
* xyz 0 1
O -1.113 -1.045 0.042
N -0.574 0.206 -0.090
C 0.702 0.536 -0.017
S 1.863 -0.586 0.016
H -0.297 -1.575 -0.293
H -1.312 0.833 0.379
H 0.730 1.631 -0.038
*
```

Computed properties:
E_HOMO, eV: -9.0
LUMO level, eV: 0.684
Strongest force on any atom, eV/A: 5.18
E, eV: -15456.237
ΔE to the lowest compared entry with this formula, charge and spin, kcal per mole: 59.3
HOMO-LUMO gap, eV: 9.663

Mulliken atomic charge list, values in e, 6 entries: -0.341, -0.154, 0.060, -0.448, 0.302, 0.274



(3)
Entry from the OMol25 dataset: the ion C5H9OS with charge -1 at a distorted geometry (ωB97M-V with the def2-TZVPD basis set).

The geometry in ORCA input format:
```
! wB97M-V def2-TZVPD RIJCOSX def2/J DEFGRID3
* xyz -1 1
C 0.650 -1.215 0.065
C -0.232 -0.127 -0.504
C 0.677 1.053 -0.752
C -1.423 0.076 0.483
C -0.827 -0.625 -1.813
O -0.522 0.033 -2.859
S -1.829 -2.028 -1.750
H 1.320 -0.675 0.748
H 1.145 -1.764 -0.701
H -0.065 -1.886 0.562
H 1.158 1.267 0.136
H 0.140 1.973 -1.089
H 1.499 0.887 -1.445
H -0.914 0.375 1.463
H -2.181 0.809 0.270
H -1.900 -0.860 0.670
*
```

Computed properties:
E_HOMO, eV: -3.2
LUMO level, eV: 3.745
Strongest force on any atom, eV/A: 3.17
E, eV: -18214.927
ΔE to the lowest compared entry with this formula, charge and spin, kcal per mole: 14.0
HOMO-LUMO gap, eV: 6.922

Mulliken atomic charge list, values in e, 6 entries: -1.638, 1.661, -1.878, -1.519, 0.148, -0.681



(4)
Entry from the OMol25 dataset: a cluster of 2 separate species, C6H13NP2 in total at a distorted geometry (ωB97M-V with the def2-TZVPD basis set).

The geometry in ORCA input format:
```
! wB97M-V def2-TZVPD RIJCOSX def2/J DEFGRID3
* xyz 0 1
C -0.480 -2.235 0.633
C 0.007 -0.873 0.213
N -0.792 0.114 0.077
C 0.004 1.311 -0.103
C 1.432 0.871 -0.467
C 2.411 1.695 0.424
C 1.495 -0.608 -0.006
H -0.555 -2.254 1.650
H 0.026 -3.086 0.122
H -1.447 -2.432 0.391
H 0.146 1.868 0.952
H -0.362 1.918 -0.906
H 1.548 0.855 -1.471
H 3.371 1.381 0.357
H 2.140 1.872 1.372
H 2.522 2.644 0.045
H 1.787 -1.451 -0.597
H 2.076 -0.811 0.865
P -4.279 0.750 0.657
P -3.639 -0.142 -0.959
H -4.875 -0.609 -1.715
H -2.537 -0.778 -1.533
*
```

Computed properties:
E_HOMO, eV: -7.3
LUMO level, eV: -0.412
Strongest force on any atom, eV/A: 4.94
E, eV: -26495.863
ΔE to the lowest compared entry with this formula, charge and spin, kcal per mole: 72.3
HOMO-LUMO gap, eV: 6.871

Mulliken atomic charge list, values in e, 6 entries: -1.477, 0.592, -0.227, -0.903, 0.374, -2.163



Question: Look up the LUMO level of the first one.
Answer: 0.997 eV